Density functional theory data (ωB97M-V/def2-TZVPD) for 10 unconnected molecules or ions with the total composition C3H27N2O9 in a non-equilibrium geometry.

Atoms and positions in Å:
C 3.756 -2.659 0.855
C 2.445 -1.923 0.769
C 1.884 -1.790 -0.446
N 0.565 -1.127 -0.491
N 2.156 -1.210 1.904
H 4.534 -1.940 0.574
H 3.819 -3.472 0.136
H 4.057 -3.046 1.827
H 2.409 -2.077 -1.338
H -0.181 -1.687 -0.047
H 0.182 -0.750 -1.369
H 0.654 -0.341 0.154
H 2.329 -1.616 2.803
H 1.286 -0.715 1.917
H -2.230 -1.495 -2.066
H -3.227 -2.702 -1.853
O -2.920 -1.885 -1.488
H -1.035 1.381 2.290
H -0.172 1.902 3.397
O -0.098 1.474 2.551
H -3.458 2.611 -1.093
H -2.530 3.893 -1.107
O -2.651 2.999 -0.770
H -0.595 1.875 -1.788
H -2.124 1.486 -2.094
O -1.201 1.445 -2.369
H 1.399 1.924 -0.335
H 2.025 2.318 -1.589
O 1.333 1.712 -1.296
H -3.072 2.291 1.199
H -3.605 1.481 2.324
O -2.780 1.631 1.850
H 1.221 2.182 1.765
H 2.542 3.005 1.606
O 2.062 2.240 1.253
H -2.178 -2.256 1.304
H -2.302 -1.338 0.043
O -1.831 -1.466 0.897
H -0.370 -1.281 -3.787
H -1.130 -0.048 -3.012
O -0.968 -1.025 -3.082

For the energy above the lowest of the compared OMol25 structures with the same formula, charge and spin, the calculation gives 0.00 kcal per mole. Its LUMO energy is -2.4 eV. Its net charge is +1. For the total energy, the calculation gives -916.96775 Eh. The largest force on an atom comes out at 2.470 eV Å⁻¹. As for the HOMO energy: -11.63 eV.

Density functional theory data (ωB97M-V/def2-TZVPD) for 11 unconnected molecules or ions with the total composition C3H28N6O11 in a non-equilibrium geometry.

Atoms and positions in Å:
N 2.955 -1.949 -1.692
C 3.694 -1.219 -2.589
N 3.837 -1.862 -3.804
O 4.112 -0.110 -2.342
H 2.735 -2.926 -1.741
H 2.945 -1.541 -0.772
H 3.206 -2.612 -4.008
H 4.445 -1.512 -4.518
N -1.449 -2.163 3.892
C -1.142 -3.494 4.004
N 0.137 -3.767 3.548
O -1.883 -4.360 4.439
H -2.331 -1.879 4.273
H -0.760 -1.590 3.463
H 0.356 -4.742 3.702
H 0.900 -3.138 3.726
N 0.770 -0.219 -0.735
C -0.028 0.255 0.256
N -0.562 1.480 -0.017
O -0.377 -0.443 1.215
H 1.129 0.345 -1.487
H 1.004 -1.190 -0.745
H -0.428 2.012 -0.865
H -1.134 2.007 0.643
O 0.567 0.364 -4.207
H 0.780 -0.012 -5.070
H -0.391 0.294 -4.136
O -1.542 -2.761 0.176
H -0.944 -2.004 0.290
H -1.214 -3.424 0.794
O -0.672 5.142 0.851
H -1.061 4.547 0.200
H -0.193 4.563 1.452
O -1.282 3.399 -1.916
H -1.944 2.782 -2.248
H -1.308 4.143 -2.530
O 2.473 2.085 -3.335
H 2.159 2.960 -3.582
H 1.796 1.461 -3.667
O -0.037 0.642 3.623
H -0.120 1.523 3.252
H -0.156 0.043 2.852
O -3.863 -0.101 1.124
H -4.037 0.770 1.485
H -3.215 0.047 0.426
O -2.314 2.614 1.919
H -3.204 2.685 1.557
H -2.410 2.853 2.848

For the energy above the lowest of the compared OMol25 structures with the same formula, charge and spin, the calculation gives 42.57 kcal per mole. Its LUMO energy is -0.6 eV. The SMILES is NC(N)=O.NC(N)=O.NC(N)=O.O.O.O.O.O.O.O.O. For the total energy, the calculation gives -1287.37414 Eh. The largest force on an atom comes out at 1.849 eV Å⁻¹. As for the HOMO energy: -9.45 eV.

- What is the formula in the second record?
  C3H28N6O11

- Among the records above, which one has the highest LUMO?
  C3H28N6O11

Copy entry 2 word for word.
Density functional theory data (ωB97M-V/def2-TZVPD) for 11 unconnected molecules or ions with the total composition C3H28N6O11 in a non-equilibrium geometry.

Atoms and positions in Å:
N 2.955 -1.949 -1.692
C 3.694 -1.219 -2.589
N 3.837 -1.862 -3.804
O 4.112 -0.110 -2.342
H 2.735 -2.926 -1.741
H 2.945 -1.541 -0.772
H 3.206 -2.612 -4.008
H 4.445 -1.512 -4.518
N -1.449 -2.163 3.892
C -1.142 -3.494 4.004
N 0.137 -3.767 3.548
O -1.883 -4.360 4.439
H -2.331 -1.879 4.273
H -0.760 -1.590 3.463
H 0.356 -4.742 3.702
H 0.900 -3.138 3.726
N 0.770 -0.219 -0.735
C -0.028 0.255 0.256
N -0.562 1.480 -0.017
O -0.377 -0.443 1.215
H 1.129 0.345 -1.487
H 1.004 -1.190 -0.745
H -0.428 2.012 -0.865
H -1.134 2.007 0.643
O 0.567 0.364 -4.207
H 0.780 -0.012 -5.070
H -0.391 0.294 -4.136
O -1.542 -2.761 0.176
H -0.944 -2.004 0.290
H -1.214 -3.424 0.794
O -0.672 5.142 0.851
H -1.061 4.547 0.200
H -0.193 4.563 1.452
O -1.282 3.399 -1.916
H -1.944 2.782 -2.248
H -1.308 4.143 -2.530
O 2.473 2.085 -3.335
H 2.159 2.960 -3.582
H 1.796 1.461 -3.667
O -0.037 0.642 3.623
H -0.120 1.523 3.252
H -0.156 0.043 2.852
O -3.863 -0.101 1.124
H -4.037 0.770 1.485
H -3.215 0.047 0.426
O -2.314 2.614 1.919
H -3.204 2.685 1.557
H -2.410 2.853 2.848

For the energy above the lowest of the compared OMol25 structures with the same formula, charge and spin, the calculation gives 42.57 kcal per mole. Its LUMO energy is -0.6 eV. The SMILES is NC(N)=O.NC(N)=O.NC(N)=O.O.O.O.O.O.O.O.O. For the total energy, the calculation gives -1287.37414 Eh. The largest force on an atom comes out at 1.849 eV Å⁻¹. As for the HOMO energy: -9.45 eV.

Please write out number 2 again, unchanged.
Density functional theory data (ωB97M-V/def2-TZVPD) for 11 unconnected molecules or ions with the total composition C3H28N6O11 in a non-equilibrium geometry.

Atoms and positions in Å:
N 2.955 -1.949 -1.692
C 3.694 -1.219 -2.589
N 3.837 -1.862 -3.804
O 4.112 -0.110 -2.342
H 2.735 -2.926 -1.741
H 2.945 -1.541 -0.772
H 3.206 -2.612 -4.008
H 4.445 -1.512 -4.518
N -1.449 -2.163 3.892
C -1.142 -3.494 4.004
N 0.137 -3.767 3.548
O -1.883 -4.360 4.439
H -2.331 -1.879 4.273
H -0.760 -1.590 3.463
H 0.356 -4.742 3.702
H 0.900 -3.138 3.726
N 0.770 -0.219 -0.735
C -0.028 0.255 0.256
N -0.562 1.480 -0.017
O -0.377 -0.443 1.215
H 1.129 0.345 -1.487
H 1.004 -1.190 -0.745
H -0.428 2.012 -0.865
H -1.134 2.007 0.643
O 0.567 0.364 -4.207
H 0.780 -0.012 -5.070
H -0.391 0.294 -4.136
O -1.542 -2.761 0.176
H -0.944 -2.004 0.290
H -1.214 -3.424 0.794
O -0.672 5.142 0.851
H -1.061 4.547 0.200
H -0.193 4.563 1.452
O -1.282 3.399 -1.916
H -1.944 2.782 -2.248
H -1.308 4.143 -2.530
O 2.473 2.085 -3.335
H 2.159 2.960 -3.582
H 1.796 1.461 -3.667
O -0.037 0.642 3.623
H -0.120 1.523 3.252
H -0.156 0.043 2.852
O -3.863 -0.101 1.124
H -4.037 0.770 1.485
H -3.215 0.047 0.426
O -2.314 2.614 1.919
H -3.204 2.685 1.557
H -2.410 2.853 2.848

For the energy above the lowest of the compared OMol25 structures with the same formula, charge and spin, the calculation gives 42.57 kcal per mole. Its LUMO energy is -0.6 eV. The SMILES is NC(N)=O.NC(N)=O.NC(N)=O.O.O.O.O.O.O.O.O. For the total energy, the calculation gives -1287.37414 Eh. The largest force on an atom comes out at 1.849 eV Å⁻¹. As for the HOMO energy: -9.45 eV.